16 unconnected molecules or ions with the total composition C92H205B5F20N10O at a distorted geometry. Source: OMol25; level of theory: the ωB97M-V functional and the def2-TZVPD basis.

* total charge: +4
* total energy: -6372.50179 hartree
* spin multiplicity: 1
* LUMO level: -6.37 eV

The geometry in XYZ format:
```
333
Properties=species:S:1:pos:R:3:mulliken_charge:R:1
C -0.229 6.275 1.566 -1.594
C 0.234 5.200 0.532 2.079
O 0.814 4.060 1.050 -0.375
H 0.589 6.777 2.082 0.382
H -0.886 5.871 2.336 0.063
H -0.797 6.993 0.976 0.304
H 0.867 5.769 -0.149 -0.742
H -0.705 4.907 0.061 -0.921
C -0.611 -10.690 -3.293 -1.427
C 0.094 -9.320 -3.070 -0.523
C -0.477 -8.438 -1.939 -0.630
N 0.203 -7.109 -1.720 1.156
C -0.759 -6.139 -0.953 -2.180
C -0.092 -4.775 -0.691 0.920
C 0.185 -4.160 -2.089 0.961
C 1.218 -4.954 -2.779 -1.143
C 0.626 -6.440 -2.997 -1.283
C 1.507 -7.422 -0.852 -0.979
H -1.690 -10.747 -3.437 0.338
H -0.408 -11.208 -2.355 0.358
H -0.178 -11.341 -4.052 0.384
H 0.010 -8.729 -3.983 0.386
H 1.173 -9.469 -3.046 0.383
H -0.467 -9.015 -1.014 0.411
H -1.540 -8.286 -2.121 0.340
H -1.701 -5.978 -1.477 0.390
H -0.900 -6.528 0.055 0.512
H -0.784 -4.079 -0.217 0.035
H 0.773 -4.829 -0.030 -0.027
H -0.748 -4.061 -2.644 -0.035
H 0.728 -3.258 -1.807 -0.614
H 1.467 -4.513 -3.744 0.626
H 2.040 -5.096 -2.078 0.179
H -0.205 -6.276 -3.682 0.561
H 1.293 -7.062 -3.596 0.673
H 2.009 -6.514 -0.520 0.441
H 2.224 -8.008 -1.428 0.371
H 1.362 -8.071 0.011 0.229
C -5.701 -3.662 -7.614 -1.433
C -4.973 -2.466 -7.075 -0.200
C -3.907 -2.898 -5.971 -0.712
N -2.749 -1.861 -5.845 0.878
C -1.785 -2.395 -4.754 -0.425
C -0.449 -1.688 -4.696 1.330
C 0.273 -1.514 -6.041 -1.317
C -0.663 -0.802 -7.078 -0.608
C -1.951 -1.651 -7.117 -0.743
C -3.319 -0.460 -5.430 -1.032
H -6.270 -4.104 -6.796 0.327
H -5.014 -4.420 -7.990 0.350
H -6.572 -3.536 -8.257 0.391
H -5.672 -1.727 -6.680 0.305
H -4.484 -2.051 -7.956 0.241
H -3.415 -3.779 -6.382 0.556
H -4.331 -3.125 -4.993 0.375
H -1.606 -3.443 -4.991 0.430
H -2.318 -2.398 -3.803 -0.254
H 0.158 -2.045 -3.864 0.223
H -0.597 -0.684 -4.297 -1.015
H 0.682 -2.457 -6.402 0.392
H 1.150 -0.867 -6.075 0.419
H -0.179 -0.890 -8.051 0.558
H -0.797 0.220 -6.723 0.103
H -1.841 -2.674 -7.476 0.387
H -2.626 -1.073 -7.747 0.526
H -2.591 0.207 -4.968 0.042
H -4.092 -0.736 -4.713 0.382
H -3.816 -0.024 -6.296 0.447
C -7.001 1.779 2.561 -1.767
C -5.498 1.378 2.507 1.843
C -4.655 2.416 3.245 -1.308
N -3.154 2.157 3.332 0.956
C -2.567 3.156 4.421 -1.184
C -1.075 2.864 4.671 0.639
C -0.832 1.424 5.017 -1.184
C -1.387 0.401 3.974 0.669
C -2.816 0.694 3.638 -0.876
C -2.449 2.496 1.960 -0.256
H -7.597 1.293 1.788 0.369
H -7.085 2.849 2.372 0.449
H -7.430 1.421 3.497 0.477
H -5.161 1.373 1.471 -0.670
H -5.223 0.412 2.932 -0.233
H -5.029 2.613 4.250 0.310
H -4.719 3.298 2.607 0.420
H -3.090 3.006 5.366 0.433
H -2.618 4.187 4.070 0.525
H -0.573 3.533 5.371 0.621
H -0.494 3.092 3.777 -0.555
H -1.413 1.163 5.901 0.356
H 0.205 1.279 5.320 0.384
H -1.256 -0.606 4.368 0.649
H -0.751 0.446 3.090 -0.965
H -3.479 0.485 4.478 0.788
H -3.134 -0.028 2.886 -0.059
H -2.709 3.508 1.651 0.236
H -2.821 1.699 1.316 0.351
H -1.373 2.332 2.007 -0.478
C 5.448 6.381 0.635 -1.258
C 5.336 5.797 2.077 -1.068
C 4.320 4.576 2.267 1.047
N 3.886 4.333 3.727 0.671
C 5.130 4.311 4.612 -0.109
C 4.833 4.054 6.058 -1.147
C 4.008 2.760 6.240 -0.764
C 2.708 2.675 5.379 -0.255
C 3.026 3.048 3.865 1.047
C 2.954 5.492 4.058 -0.844
H 5.972 7.333 0.548 0.432
H 4.461 6.481 0.182 0.150
H 5.962 5.590 0.089 0.259
H 5.209 6.598 2.806 0.538
H 6.346 5.511 2.371 0.316
H 4.810 3.655 1.951 -0.480
H 3.382 4.819 1.767 -0.080
H 5.693 3.427 4.312 -0.181
H 5.739 5.210 4.522 0.606
H 5.650 4.016 6.778 0.512
H 4.282 4.899 6.471 0.441
H 4.514 1.815 6.046 -0.038
H 3.680 2.560 7.260 0.516
H 2.361 1.642 5.371 0.266
H 1.903 3.223 5.868 0.231
H 3.606 2.221 3.454 -0.784
H 2.153 3.139 3.219 0.027
H 2.605 5.267 5.065 0.601
H 2.028 5.447 3.484 -0.149
H 3.531 6.414 3.990 0.467
C -7.653 -1.967 3.845 -1.735
C -6.560 -2.655 3.079 0.952
C -7.062 -3.066 1.651 -0.943
N -5.899 -3.396 0.714 0.704
C -6.477 -3.478 -0.754 -1.038
C -5.540 -4.171 -1.699 0.819
C -5.108 -5.606 -1.289 -1.414
C -4.407 -5.510 0.040 0.232
C -5.211 -4.738 1.113 -0.949
C -4.835 -2.245 0.640 -0.766
H -7.374 -1.539 4.808 0.450
H -8.492 -2.657 3.943 0.410
H -8.030 -1.018 3.464 0.295
H -6.212 -3.536 3.619 0.180
H -5.731 -1.948 3.047 -0.329
H -7.600 -2.203 1.259 0.361
H -7.768 -3.896 1.615 0.594
H -7.367 -4.102 -0.670 0.581
H -6.874 -2.540 -1.140 0.511
H -6.077 -4.258 -2.643 0.590
H -4.658 -3.583 -1.952 -0.755
H -5.888 -6.355 -1.152 0.405
H -4.335 -5.957 -1.973 0.475
H -4.221 -6.514 0.422 0.751
H -3.397 -5.102 0.009 -0.528
H -6.055 -5.388 1.341 0.612
H -4.732 -4.507 2.064 0.214
H -5.259 -1.323 0.242 0.398
H -4.141 -2.465 -0.172 -0.343
H -4.207 -2.169 1.527 0.052
C 9.371 -0.769 -0.319 -1.584
C 7.890 -0.712 0.174 0.486
C 7.839 -0.610 1.733 -1.016
N 6.487 -0.870 2.493 0.678
C 6.135 -2.408 2.357 -0.783
C 4.894 -2.802 3.195 0.162
C 5.151 -2.546 4.693 -1.241
C 5.395 -0.978 4.863 -0.383
C 6.532 -0.405 3.948 -0.536
C 5.283 -0.042 1.817 -1.327
H 9.253 -1.017 -1.373 0.445
H 9.990 -1.552 0.119 0.372
H 9.954 0.140 -0.170 0.316
H 7.461 -1.596 -0.298 0.193
H 7.325 0.156 -0.166 -0.196
H 8.115 0.382 2.090 0.696
H 8.480 -1.379 2.164 0.530
H 7.034 -2.844 2.792 0.551
H 5.930 -2.664 1.318 0.340
H 4.629 -3.841 3.001 0.538
H 3.984 -2.350 2.800 -0.261
H 6.001 -3.116 5.070 0.393
H 4.286 -2.762 5.320 0.339
H 5.666 -0.849 5.911 0.699
H 4.410 -0.510 4.869 -0.039
H 7.539 -0.742 4.191 0.586
H 6.578 0.682 4.019 0.048
H 5.360 1.045 1.781 0.132
H 4.324 -0.260 2.286 0.367
H 5.082 -0.584 0.893 0.518
C -4.117 7.509 -1.762 -1.427
C -4.326 6.352 -2.693 0.113
C -5.092 5.121 -2.124 -0.824
N -4.322 3.744 -1.955 1.396
C -5.126 2.781 -1.123 0.284
C -6.196 1.930 -1.885 -1.341
C -5.784 1.483 -3.346 0.506
C -5.194 2.578 -4.144 -1.423
C -3.953 3.212 -3.387 0.141
C -2.946 3.918 -1.286 -1.269
H -3.569 7.253 -0.855 0.168
H -5.112 7.818 -1.442 0.450
H -3.634 8.358 -2.245 0.386
H -3.390 5.979 -3.109 -0.374
H -4.829 6.645 -3.614 0.522
H -5.984 4.881 -2.704 0.605
H -5.404 5.283 -1.093 0.556
H -5.494 3.229 -0.201 0.461
H -4.361 2.050 -0.861 -0.739
H -7.165 2.429 -1.859 0.551
H -6.417 1.039 -1.297 0.415
H -6.616 1.046 -3.898 0.604
H -5.025 0.711 -3.218 -0.737
H -5.800 3.304 -4.686 0.445
H -4.783 2.167 -5.066 0.476
H -3.473 4.050 -3.893 0.327
H -3.166 2.464 -3.291 -0.290
H -2.359 2.999 -1.283 0.385
H -3.209 4.304 -0.301 0.512
H -2.342 4.680 -1.777 -0.243
C 3.700 5.477 -5.910 -1.405
C 2.738 6.657 -5.637 -0.190
C 2.568 6.783 -4.101 -0.298
N 1.627 7.983 -3.611 0.181
C 1.692 8.020 -2.050 0.357
C 0.471 8.842 -1.470 -1.399
C -0.916 8.597 -1.965 0.456
C -0.820 8.712 -3.525 -1.094
C 0.183 7.768 -4.119 -0.334
C 2.126 9.372 -4.096 -1.045
H 3.246 4.548 -5.564 0.174
H 4.730 5.520 -5.555 0.417
H 3.877 5.380 -6.981 0.438
H 1.804 6.384 -6.128 0.251
H 3.220 7.478 -6.169 0.367
H 3.524 7.008 -3.629 0.566
H 2.186 5.872 -3.640 -0.172
H 1.694 7.027 -1.601 -0.606
H 2.624 8.429 -1.659 0.537
H 0.419 8.530 -0.427 0.475
H 0.724 9.893 -1.332 0.410
H -1.189 7.562 -1.763 -0.479
H -1.674 9.236 -1.512 0.698
H -1.812 8.583 -3.957 0.578
H -0.485 9.729 -3.727 0.345
H -0.049 6.718 -3.945 0.144
H 0.159 7.873 -5.203 0.445
H 3.166 9.472 -3.784 0.310
H 1.417 10.076 -3.660 0.514
H 2.031 9.419 -5.180 0.366
C 0.822 -4.312 8.252 -1.360
C 1.218 -5.095 6.998 -0.101
C 0.042 -5.891 6.555 -0.571
N 0.172 -6.695 5.187 0.057
C 0.823 -5.787 4.099 -1.102
C 1.141 -6.627 2.826 0.446
C 1.908 -7.973 3.008 -0.867
C 1.423 -8.809 4.183 -0.878
C 1.042 -7.979 5.427 -0.718
C -1.277 -7.164 4.733 -0.768
H 0.518 -5.018 9.025 0.369
H -0.079 -3.796 7.921 0.289
H 1.499 -3.527 8.590 0.370
H 2.194 -5.574 7.071 0.323
H 1.285 -4.220 6.352 0.219
H -0.884 -5.331 6.429 0.343
H -0.153 -6.598 7.361 0.448
H 1.767 -5.565 4.596 0.510
H 0.148 -4.935 4.020 0.464
H 1.692 -5.921 2.204 0.629
H 0.226 -6.743 2.245 -0.351
H 2.968 -7.780 3.176 0.338
H 1.926 -8.587 2.107 0.303
H 2.137 -9.602 4.406 0.489
H 0.529 -9.348 3.868 0.354
H 1.958 -7.609 5.889 0.478
H 0.489 -8.601 6.131 0.399
H -1.900 -6.283 4.584 0.186
H -1.698 -7.806 5.507 0.301
H -1.079 -7.749 3.835 0.413
C 0.243 -1.536 1.058 -0.904
C 0.851 -0.172 0.557 0.484
C 1.599 -0.212 -0.862 0.201
N 2.120 1.127 -1.413 0.662
C 3.106 1.807 -0.400 0.797
C 3.964 2.845 -1.216 0.414
C 4.683 2.185 -2.409 -1.154
C 3.662 1.801 -3.456 -0.516
C 2.687 0.793 -2.847 0.305
C 0.884 2.103 -1.591 0.613
H 0.879 -2.417 0.971 0.381
H -0.642 -1.741 0.455 -0.807
H -0.059 -1.550 2.105 0.523
H 1.476 0.218 1.360 0.788
H 0.101 0.616 0.618 -0.463
H 0.891 -0.544 -1.621 -0.531
H 2.392 -0.958 -0.904 0.271
H 3.735 0.974 -0.087 -0.393
H 2.580 2.189 0.475 -0.385
H 4.761 3.107 -0.520 -0.027
H 3.317 3.685 -1.470 -0.077
H 5.254 1.332 -2.044 -0.208
H 5.372 2.936 -2.796 0.727
H 4.160 1.347 -4.312 0.775
H 3.112 2.688 -3.769 -0.228
H 3.248 -0.133 -2.723 0.501
H 1.862 0.625 -3.540 -0.536
H 0.340 2.237 -0.656 -0.280
H 0.284 1.643 -2.376 -0.310
H 1.198 3.113 -1.853 -0.260
B -2.450 -0.457 -1.560 0.097
F -2.853 -0.215 -0.239 -0.189
F -3.568 -1.004 -2.239 -0.520
F -2.011 0.785 -2.141 0.255
F -1.409 -1.328 -1.629 0.307
B -2.922 -3.733 4.031 -0.441
F -2.100 -3.807 5.115 -0.122
F -4.088 -4.447 4.181 -0.382
F -3.356 -2.478 3.868 0.183
F -2.231 -4.052 2.916 -0.134
B -0.430 3.287 -4.879 -0.439
F -0.831 3.646 -3.556 -0.020
F 0.569 2.367 -4.704 0.022
F -1.520 2.736 -5.554 -0.276
F -0.036 4.412 -5.547 -0.141
B 4.543 -3.127 -1.760 0.022
F 3.454 -2.589 -2.396 -0.076
F 5.628 -2.299 -1.782 -0.212
F 4.246 -3.439 -0.434 -0.260
F 4.876 -4.321 -2.327 -0.339
B 7.880 3.035 1.192 0.010
F 8.245 4.371 1.231 -0.353
F 9.026 2.259 1.178 -0.330
F 7.072 2.719 2.274 -0.163
F 7.208 2.780 0.027 -0.169
```